[1]
{
  "formula": "C5H7O7P",
  "method": "ωB97M-V/def2-TZVPD",
  "elements": ["O", "C", "C", "O", "O", "P", "O", "O", "C", "O", "C", "C", "O", "H", "H", "H", "H", "H", "H", "H"],
  "xyz": [[2.297, -0.139, 1.568], [2.022, -0.462, 0.395], [0.680, -0.457, -0.399], [0.605, -1.494, -1.313], [0.900, 0.777, -1.107], [-0.545, 1.187, -2.046], [-1.089, -0.110, -2.629], [-0.148, 2.211, -3.013], [-1.430, 1.729, -0.514], [-0.928, 1.040, 0.711], [-0.635, -0.355, 0.455], [-0.722, -1.038, 1.845], [0.123, -0.519, 2.869], [2.806, -0.393, -0.381], [-0.052, -1.136, -1.921], [-1.059, 2.884, -0.401], [-1.341, -0.866, -0.288], [-0.350, -2.032, 1.665], [-1.759, -1.016, 2.038], [0.627, 0.187, 2.468]],
  "nbo_charge": [-0.5896, 0.4407, 0.3801, -0.7832, -0.8239, 2.2708, -1.2154, -1.1850, -0.8123, -0.6235, 0.0117, -0.0762, -0.7548, 0.1062, 0.5147, 0.1310, 0.2046, 0.1411, 0.1661, 0.4966],
  "charge": -2,
  "smiles": "O=C[C@]1(O)OP([O-])([O-])=CO[C@@H]1CO",
  "homo_lumo_gap_ha": 0.157,
  "fmax_ev_per_a": 3.12
}

[2]
{
  "formula": "C5H7OP",
  "method": "ωB97M-V/def2-TZVPD",
  "elements": ["C", "C", "C", "C", "C", "O", "P", "H", "H", "H", "H", "H", "H", "H"],
  "xyz": [[-1.199, -0.781, -0.099], [0.153, -0.627, -0.057], [-2.214, 0.331, 0.096], [0.997, 0.608, -0.018], [2.416, 0.142, -0.181], [0.696, 1.787, 0.065], [-4.046, 0.109, -0.332], [-1.617, -1.794, 0.051], [0.751, -1.529, 0.143], [-2.516, 0.333, 1.170], [-1.966, 1.307, -0.107], [2.769, 0.123, -1.264], [2.601, -0.813, 0.421], [3.175, 0.804, 0.110]],
  "nbo_charge": [-0.0783, -0.3359, -0.8144, 0.5384, -0.7288, -0.5304, 0.3068, 0.2103, 0.2120, 0.2579, 0.2568, 0.2526, 0.2181, 0.2348],
  "homo_lumo_gap_ha": [0.263, 0.263],
  "e_above_lowest_kcal_mol": 81.57,
  "fmax_ev_per_a": 3.30
}

[3]
{
  "formula": "C5H7P",
  "method": "ωB97M-V/def2-TZVPD",
  "elements": ["C", "C", "C", "C", "C", "P", "H", "H", "H", "H", "H", "H", "H"],
  "xyz": [[-2.217, 1.193, -0.542], [-1.521, 0.527, 0.237], [-0.410, 0.046, 0.948], [0.467, -0.967, 0.192], [1.340, -0.110, -0.775], [2.934, 0.534, 0.009], [-3.105, 1.510, -1.090], [0.292, 0.798, 1.213], [-0.830, -0.209, 1.956], [0.915, -1.634, 0.866], [-0.221, -1.590, -0.433], [1.617, -0.822, -1.530], [0.739, 0.725, -1.052]],
  "nbo_charge": [-0.2586, 0.0042, -0.5163, -0.3749, -0.7850, 0.3059, 0.2430, 0.2336, 0.2402, 0.2157, 0.2089, 0.2394, 0.2437],
  "homo_lumo_gap_ha": [0.264, 0.261],
  "e_above_lowest_kcal_mol": 84.82,
  "fmax_ev_per_a": 5.52
}

[4]
{
  "formula": "C5H7P",
  "method": "ωB97M-V/def2-TZVPD",
  "elements": ["C", "C", "C", "C", "P", "C", "H", "H", "H", "H", "H", "H", "H"],
  "xyz": [[-1.028, -0.472, -0.461], [0.148, -0.212, 0.525], [0.729, 1.145, 0.197], [1.991, 1.216, -0.132], [2.771, -0.363, -0.140], [1.319, -1.090, 0.378], [-0.708, -0.514, -1.494], [-1.964, 0.268, -0.220], [-1.464, -1.547, -0.242], [-0.274, -0.398, 1.537], [0.107, 1.992, 0.150], [2.491, 2.123, -0.443], [1.303, -2.224, 0.554]],
  "nbo_charge": [-0.5802, -0.3650, -0.1314, -0.5655, 0.6397, -0.5661, 0.2210, 0.2176, 0.2105, 0.2544, 0.2020, 0.2298, 0.2332],
  "smiles": "C[C@@H]1C=CP=C1",
  "homo_lumo_gap_ha": 0.323,
  "e_above_lowest_kcal_mol": 9.55,
  "fmax_ev_per_a": 3.53
}

[5]
{
  "formula": "C5H8",
  "method": "ωB97M-V/def2-TZVPD",
  "elements": ["C", "C", "C", "C", "C", "H", "H", "H", "H", "H", "H", "H", "H"],
  "xyz": [[-1.465, -0.044, -0.694], [-0.730, 0.609, 0.482], [0.434, -0.212, 0.970], [1.590, -0.346, 0.221], [2.321, -0.173, -0.850], [-0.761, -0.237, -1.511], [-1.913, -0.998, -0.395], [-2.261, 0.609, -1.066], [-0.340, 1.585, 0.162], [-1.428, 0.783, 1.310], [0.320, -0.789, 1.887], [1.210, -1.450, 0.387], [3.024, 0.663, -0.904]],
  "nbo_charge": [-0.5983, -0.4410, -0.1601, -0.3909, -0.2393, 0.2202, 0.2044, 0.2134, 0.2177, 0.2134, 0.2143, 0.3624, 0.1838],
  "homo_lumo_gap_ha": 0.298,
  "e_above_lowest_kcal_mol": 111.58,
  "fmax_ev_per_a": 0.47
}

[6]
{
  "formula": "C5H8",
  "method": "ωB97M-V/def2-TZVPD",
  "elements": ["C", "C", "C", "C", "C", "H", "H", "H", "H", "H", "H", "H", "H"],
  "xyz": [[0.358, -1.455, 0.304], [0.865, -0.811, -0.779], [0.553, 0.668, -0.732], [0.406, 0.857, 0.827], [-0.067, -0.530, 1.202], [1.570, -1.225, -1.499], [-0.387, 0.954, -1.224], [1.354, 1.262, -1.189], [-0.325, 1.619, 1.123], [1.374, 1.147, 1.255], [-0.828, -0.685, 1.966], [-2.146, -1.133, -0.618], [-2.727, -0.668, -0.637]],
  "nbo_charge": [-0.1547, -0.1168, -0.4532, -0.4538, -0.1086, 0.2037, 0.2292, 0.2141, 0.2139, 0.2280, 0.2042, 0.0079, -0.0138],
  "smiles": "C1=CCCC=1.[H][H]",
  "homo_lumo_gap_ha": [0.300, 0.270],
  "e_above_lowest_kcal_mol": 101.43,
  "fmax_ev_per_a": 0.35
}